Run i
Density functional theory data (wB97M-V/def2-TZVPD) for a single C3H4ClFO molecule.

The HOMO energy (alpha / beta) is -0.264 / -0.298 Ha.

```
! RIJCOSX wB97M-V def2-TZVPD def2/J DEFGRID3
* xyz 0 1
Cl -0.54 2.82 -1.20
F -0.70 -1.82 -0.35
O -0.51 0.47 -0.32
C 0.01 -0.68 -0.01
C 1.08 -0.76 1.01
C -1.40 1.31 -1.08
H -1.89 0.78 -1.98
H 1.31 -1.73 1.52
H 1.95 -0.32 0.66
H 0.70 -0.07 1.74
*
```

---

Run ii
Density functional theory data (wB97M-V/def2-TZVPD) for a single C3H4ClFO molecule.

The HOMO energy is -0.380 Ha. The SMILES is O=C[C@H](Cl)CF.

```
! RIJCOSX wB97M-V def2-TZVPD def2/J DEFGRID3
* xyz 0 1
Cl -1.98 -0.51 -0.50
F 0.08 1.71 -0.94
O 1.89 -0.82 -0.47
C -0.39 -0.33 0.20
C 0.74 -1.13 -0.48
C -0.08 1.12 0.25
H 0.26 -2.10 -0.89
H -0.97 1.62 0.77
H 0.86 1.25 0.87
H -0.42 -0.82 1.17
*
```

---

The computed energies, referenced to the most stable structure and given in kJ/mol, are run i 342.3; run ii 0.0.

---

Run i
Density functional theory data (wB97M-V/def2-TZVPD) for a single C3H4ClFO molecule.

The HOMO energy is -0.370 Ha. The SMILES is CC(=O)[C@@H](F)Cl.

```
! RIJCOSX wB97M-V def2-TZVPD def2/J DEFGRID3
* xyz 0 1
Cl 1.68 1.40 0.99
F 2.31 -0.28 -0.81
O -0.25 0.75 -1.75
C -1.24 -0.24 0.18
C 1.31 -0.05 0.00
C -0.14 0.35 -0.64
H -1.92 0.55 0.58
H -1.85 -0.90 -0.41
H -1.00 -0.75 1.10
H 1.09 -0.82 0.76
*
```

---

Run ii
Density functional theory data (wB97M-V/def2-TZVPD) for a single C3H4ClFO molecule.

The HOMO energy is -0.378 Ha. The SMILES is O=C(CF)CCl.

```
! RIJCOSX wB97M-V def2-TZVPD def2/J DEFGRID3
* xyz 0 1
Cl 2.50 -0.45 -0.48
F -1.56 -1.21 -0.27
O 0.43 1.72 -0.21
C 0.17 0.57 -0.02
C -1.24 0.12 -0.43
C 1.10 -0.41 0.59
H -1.88 0.74 0.18
H -1.43 0.37 -1.47
H 1.35 -0.08 1.64
H 0.57 -1.37 0.48
*
```

---

Run iii
Density functional theory data (wB97M-V/def2-TZVPD) for a single C3H4ClFO molecule.

The HOMO energy is -0.392 Ha. The SMILES is F[C@@H](Cl)[C@H]1CO1.

```
! RIJCOSX wB97M-V def2-TZVPD def2/J DEFGRID3
* xyz 0 1
Cl 0.70 -1.56 0.32
F -0.75 -0.61 -1.62
O 0.00 1.58 1.27
C -0.40 2.02 0.02
C -0.45 -0.52 -0.19
C 0.22 0.83 0.02
H -1.45 -0.67 0.32
H 1.39 0.81 -0.32
H -1.54 2.28 0.05
H 0.24 2.83 -0.10
*
```

---

The computed energies, referenced to the most stable structure and given in kJ/mol, are run i 9.4; run ii 0.0; run iii 223.0.

---

Run i
Density functional theory data (wB97M-V/def2-TZVPD) for 2 unconnected molecules or ions with the total composition C3H3O3.

The HOMO energy (alpha / beta) is -0.426 / -0.426 Ha.

```
! RIJCOSX wB97M-V def2-TZVPD def2/J DEFGRID3
* xyz 1 1
O -2.35 2.70 -2.20
O 1.77 -1.73 1.57
O -0.25 0.28 -0.50
C 0.24 -0.52 0.19
C 0.74 -1.62 0.77
C -1.40 2.64 -1.61
H -0.15 -2.35 0.80
H -0.49 3.09 -1.16
H 1.87 -2.49 2.13
*
```

---

Run ii
Density functional theory data (wB97M-V/def2-TZVPD) for a gas-phase ion, C3H3O3 (charge +1).

The HOMO energy (alpha / beta) is -0.543 / -0.543 Ha.

```
! RIJCOSX wB97M-V def2-TZVPD def2/J DEFGRID3
* xyz 1 1
O 0.88 0.62 1.05
O -0.93 -0.73 0.29
O -0.58 -0.31 -1.92
C 0.11 0.00 1.74
C 0.80 0.66 -0.24
C -0.31 -0.18 -0.67
H 1.47 1.26 -0.84
H -1.34 -0.90 -2.11
H -0.09 -0.42 2.70
*
```

---

The computed energies, referenced to the most stable structure and given in kJ/mol, are run i 24.0; run ii 0.0.

---

Run i
Density functional theory data (wB97M-V/def2-TZVPD) for a single C12H12N2O molecule.

The HOMO energy is -0.279 Ha. The SMILES is O[C@@H]1C[C@H]1Nc1cccc2cnccc12.

```
! RIJCOSX wB97M-V def2-TZVPD def2/J DEFGRID3
* xyz 0 1
O -3.03 1.54 -2.48
N 0.09 1.29 -0.09
N 2.34 -1.89 2.92
C 1.20 -2.85 -0.66
C 1.70 -2.08 0.44
C 0.38 -2.16 -1.45
C -2.27 1.77 -1.29
C -0.16 -0.81 -1.23
C 0.31 0.04 -0.21
C 1.34 -0.04 1.88
C -0.97 2.03 -0.86
C 2.40 -2.43 1.77
C -2.13 3.05 -0.56
C 1.85 -0.63 3.13
C 1.18 -0.72 0.73
H 0.51 1.80 0.59
H -2.34 3.23 0.61
H -0.03 -2.67 -2.35
H -2.72 1.12 -0.46
H -3.56 0.58 -2.76
H -1.94 3.96 -1.12
H 2.11 -0.07 4.04
H 0.99 1.08 1.92
H -0.50 2.51 -1.77
H -0.95 -0.38 -1.93
H 1.37 -3.81 -1.03
H 2.86 -3.47 2.25
*
```

---

Run ii
Density functional theory data (wB97M-V/def2-TZVPD) for a single C12H12N2O molecule.

The HOMO energy is -0.314 Ha. The SMILES is Cc1ncccc1Oc1ccccc1N.

```
! RIJCOSX wB97M-V def2-TZVPD def2/J DEFGRID3
* xyz 0 1
O 0.20 0.75 -0.45
N 3.55 -0.08 -0.21
N -1.62 1.53 1.81
C 2.47 -1.63 1.14
C -2.03 0.67 0.81
C -2.57 -1.33 -1.30
C -3.26 0.08 0.65
C -1.40 -0.73 -1.34
C 2.12 2.00 -1.20
C -1.14 0.26 -0.30
C 1.19 -0.91 0.95
C -3.48 -1.00 -0.28
C 3.58 -1.14 0.62
C 2.48 0.63 -0.43
C 1.14 0.07 0.05
H 0.26 -1.36 1.33
H -2.41 2.50 1.86
H -4.20 0.70 1.15
H -0.48 -1.36 -1.82
H 4.60 -1.89 0.33
H 1.22 2.52 -0.78
H 3.16 2.53 -1.21
H -2.78 -2.05 -2.03
H 2.01 1.51 -2.27
H -0.62 1.76 1.15
H -4.57 -1.52 -0.15
H 2.60 -2.50 1.91
*
```

---

The computed energies, referenced to the most stable structure and given in kJ/mol, are run i 38.5; run ii 0.0.

---

Run i
Density functional theory data (wB97M-V/def2-TZVPD) for 2 unconnected molecules or ions with the total composition C6H14O.

The HOMO energy is -0.340 Ha. The SMILES is C=C(CC)CC.O.

```
! RIJCOSX wB97M-V def2-TZVPD def2/J DEFGRID3
* xyz 0 1
O -0.47 2.41 -2.60
C -1.20 -2.61 0.09
C 1.65 1.56 1.04
C -0.27 -0.14 0.29
C -1.00 0.00 1.42
C 1.05 0.62 0.02
C -0.55 -1.41 -0.63
H 2.33 1.01 1.69
H 2.31 2.39 0.69
H -1.12 -1.20 -1.51
H 1.80 -0.10 -0.29
H 0.51 -1.79 -0.80
H -2.33 -2.49 0.23
H 0.76 1.88 1.56
H -0.04 1.71 -2.13
H -0.72 0.44 2.37
H -0.90 -3.50 -0.35
H -2.04 -0.43 1.54
H 0.85 1.16 -0.86
H 0.21 2.97 -3.01
H -0.83 -2.48 1.22
*
```

---

Run ii
Density functional theory data (wB97M-V/def2-TZVPD) for a single C6H14O molecule.

The HOMO energy is -0.370 Ha. The SMILES is CCCCCCO.

```
! RIJCOSX wB97M-V def2-TZVPD def2/J DEFGRID3
* xyz 0 1
O -2.53 0.78 -2.84
C -1.31 -0.21 0.18
C -0.13 -0.38 1.17
C 2.28 -0.08 2.25
C 1.34 0.22 1.05
C -1.19 0.62 -2.35
C -0.70 -0.31 -1.25
H -1.91 -1.08 0.47
H -0.40 -0.02 2.17
H -2.88 -0.06 -3.18
H 0.40 -0.21 -1.19
H 1.98 -0.10 0.20
H 1.18 1.31 1.01
H -0.68 -1.39 -1.56
H -0.87 1.68 -2.14
H 2.44 -1.11 2.57
H 0.08 -1.43 1.30
H 2.02 0.52 3.11
H 3.32 0.18 1.86
H -0.66 0.38 -3.26
H -1.79 0.72 0.41
*
```

---

Run iii
Density functional theory data (wB97M-V/def2-TZVPD) for 2 unconnected molecules or ions with the total composition C6H14O.

The HOMO energy is -0.314 Ha. The SMILES is C/C=C/CCC.O.

```
! RIJCOSX wB97M-V def2-TZVPD def2/J DEFGRID3
* xyz 0 1
O 4.15 -0.37 -0.75
C -2.95 -1.69 0.58
C 0.11 1.66 -0.07
C -0.63 -0.74 0.55
C -1.83 -0.93 1.13
C 0.58 1.29 -1.49
C 0.23 0.44 0.90
H 4.21 -0.86 -1.58
H 0.81 2.21 -2.02
H 0.86 2.35 0.32
H -1.90 -0.48 2.12
H -2.67 -2.55 -0.05
H 1.26 0.13 1.04
H 4.98 0.08 -0.60
H -3.69 -1.14 0.00
H -0.87 2.11 0.08
H -3.54 -2.16 1.38
H -0.29 -1.57 -0.07
H -0.10 0.64 -2.05
H 1.47 0.70 -1.26
H -0.18 0.87 1.83
*
```

---

The computed energies, referenced to the most stable structure and given in kJ/mol, are run i 70.1; run ii 10.6; run iii 0.0.

---

Run i
Density functional theory data (wB97M-V/def2-TZVPD) for 2 unconnected molecules or ions with the total composition C6H14O.

The HOMO energy is -0.333 Ha. The SMILES is C/C=C(\C)CC.O.

```
! RIJCOSX wB97M-V def2-TZVPD def2/J DEFGRID3
* xyz 0 1
O -2.16 -1.58 -1.43
C 0.46 0.16 -1.41
C 0.23 -0.93 0.88
C 1.00 -2.17 0.55
C -0.58 1.42 0.57
C 0.47 2.54 0.73
C 0.00 0.13 0.05
H -0.08 -0.82 1.93
H -0.31 0.65 -2.07
H -1.63 -1.07 -0.71
H 1.37 0.74 -1.51
H 1.26 2.23 1.43
H -0.03 3.39 1.13
H 1.02 -2.33 -0.53
H 0.69 -0.89 -1.77
H -1.04 1.22 1.51
H 0.54 -3.06 1.06
H -2.76 -2.12 -0.96
H 2.07 -2.02 0.91
H 0.87 2.81 -0.25
H -1.39 1.71 -0.12
*
```

---

Run ii
Density functional theory data (wB97M-V/def2-TZVPD) for 2 unconnected molecules or ions with the total composition C6H14O.

The HOMO energy is -0.361 Ha. The SMILES is CCCOC.C=C.

```
! RIJCOSX wB97M-V def2-TZVPD def2/J DEFGRID3
* xyz 0 1
O 0.68 -0.65 0.06
C -2.19 -0.88 -0.92
C 1.26 1.63 0.46
C 1.29 0.22 1.01
C -1.40 -0.85 -2.00
C -0.16 2.16 0.27
C 0.67 -1.98 0.53
H 1.81 2.28 1.17
H -0.70 2.16 1.23
H 2.33 -0.11 1.20
H -0.33 -0.64 -1.91
H 1.80 1.65 -0.50
H -3.27 -1.09 -1.01
H -0.15 3.18 -0.13
H -0.71 1.51 -0.44
H -1.80 -1.04 -3.00
H 0.08 -2.08 1.46
H 0.19 -2.60 -0.25
H 0.74 0.17 1.97
H -1.79 -0.69 0.08
H 1.68 -2.36 0.71
*
```

---

Run iii
Density functional theory data (wB97M-V/def2-TZVPD) for a single C6H14O molecule.

The HOMO energy is -0.373 Ha. The SMILES is CC(C)CCCO.

```
! RIJCOSX wB97M-V def2-TZVPD def2/J DEFGRID3
* xyz 0 1
O -2.43 0.28 -0.83
C -0.09 -1.00 0.06
C 1.48 1.04 0.20
C -0.33 -0.77 -1.43
C 0.39 0.19 0.87
C 0.78 -0.28 2.29
C -1.30 0.38 -1.68
H -0.76 1.29 -1.46
H 0.46 -1.30 2.50
H -1.59 0.42 -2.74
H 2.33 1.13 0.87
H -0.44 0.87 1.02
H 1.85 -0.14 2.45
H 0.34 0.37 3.06
H 1.15 2.05 -0.02
H -3.23 0.28 -1.36
H 0.61 -0.58 -1.95
H 0.65 -1.80 0.17
H -0.76 -1.70 -1.81
H -1.00 -1.36 0.52
H 1.89 0.63 -0.73
*
```

---

The computed energies, referenced to the most stable structure and given in kJ/mol, are run i 21.6; run ii 102.4; run iii 0.0.